Density functional theory data (ωB97M-V/def2-TZVPD) for a gas-phase ion, C3H7N2 (charge +1).

The calculation puts the largest force on an atom at 7.34 eV/Å. Its orbital gap is 11.40 eV. Its total charge is +1. The LUMO energy is -3.72 eV. As for the structure (SMILES): C1[NH2+][C@H]2CN12. The calculation puts the energy above the lowest of the compared OMol25 structures with the same formula, charge and spin at 64.0 kcal per mole.

Geometry (Å):
C  -1.37213  -0.19989  0.41595
C  0.73470  1.01171  -0.00973
C  -0.41872  -0.59823  -0.57952
N  -0.68985  0.82926  -0.47091
N  1.00324  -0.48722  -0.07939
H  -2.34769  -0.29678  0.07388
H  -1.00468  -0.18354  1.46400
H  1.30519  1.55294  -0.59772
H  0.68782  1.35891  1.02623
H  -0.71035  -1.33216  -1.33838
H  1.76257  -0.64158  -0.68847
H  1.04990  -1.01342  0.78405



Density functional theory data (ωB97M-V/def2-TZVPD) for 2 unconnected molecules or ions with the total composition C3H7N2.

The calculation puts the largest force on an atom at 3.61 eV/Å. Its orbital gap is 11.20 eV. Its total charge is +1. The LUMO energy is -4.82 eV. The calculation puts the energy above the lowest of the compared OMol25 structures with the same formula, charge and spin at 40.5 kcal per mole.

Geometry (Å):
C  -2.52174  -0.09333  0.10457
C  1.19510  -1.26947  -0.19902
C  1.45830  1.05756  0.05153
N  0.66809  -0.15300  0.04549
N  -3.65166  -0.12480  0.01910
H  -0.26986  0.05949  0.31336
H  2.32358  -1.51151  -0.32177
H  0.51642  -2.12124  -0.17814
H  2.47221  0.79983  -0.35490
H  1.05792  1.83270  -0.71350
H  1.37814  1.47492  1.01069
H  -4.62651  0.04885  0.22258